1.
{
  "formula": "C7H6",
  "method": "ωB97M-V/def2-TZVPD",
  "symbols": ["C", "C", "C", "C", "C", "C", "C", "H", "H", "H", "H", "H", "H"],
  "coordinates": [[-1.1993, 0.8908, -1.3795], [2.7644, -0.7704, 0.8147], [-0.4909, -0.4260, 0.7362], [-0.2517, 0.4100, -0.5475], [2.1429, -0.2936, -0.1002], [1.1415, 0.3498, -0.8302], [-2.2202, 1.2899, -1.8944], [-1.4608, -0.2247, 1.1417], [3.3301, -0.9584, 1.7045], [0.2864, -0.3340, 1.4077], [-3.1935, 1.4293, -2.4236], [-0.5365, -1.3795, 0.3302], [1.5306, 0.8091, -1.7997]],
  "nbo_charge": [-0.074, -0.205, -0.608, -0.028, -0.052, -0.243, -0.169, 0.215, 0.240, 0.230, 0.251, 0.221, 0.224],
  "lumo_ev": -0.1,
  "gap_ev": 8.25,
  "smiles": "C#C/C=C(\\C)C#C",
  "de_lowest_kj_mol": 251.4
}

***

2.
{
  "formula": "C4H5NO3",
  "method": "ωB97M-V/def2-TZVPD",
  "symbols": ["O", "O", "O", "N", "C", "C", "C", "C", "H", "H", "H", "H", "H"],
  "coordinates": [[-2.1408, 0.4096, 0.8248], [-1.7399, 2.4712, 1.5513], [-0.1919, 1.3083, 0.3164], [1.7254, -0.6773, 0.2818], [-0.2281, 0.2380, -0.3530], [-1.3833, -0.3758, -0.1205], [-1.3479, 1.4373, 0.9996], [0.9400, -0.2767, -1.0161], [1.2938, -1.6445, 0.6071], [2.6611, -1.0011, 0.1501], [1.5676, 0.6620, -1.4159], [-1.7781, -1.5287, -0.1926], [0.6222, -1.0225, -1.6330]],
  "nbo_charge": [-0.436, -0.592, -0.418, -0.824, 0.241, -0.023, 0.934, -0.260, 0.347, 0.361, 0.229, 0.233, 0.208],
  "lumo_ev": 0.6,
  "gap_ev": 9.90,
  "smiles": "NCc1coc(=O)o1",
  "de_lowest_kj_mol": 275.3
}

***

3.
{
  "formula": "C31H60N7S2",
  "method": "ωB97M-V/def2-TZVPD",
  "symbols": ["S", "S", "N", "N", "N", "N", "N", "N", "N", "C", "C", "C", "C", "C", "C", "C", "C", "C", "C", "C", "C", "C", "C", "C", "C", "C", "C", "C", "C", "C", "C", "C", "C", "C", "C", "C", "C", "C", "C", "C", "H", "H", "H", "H", "H", "H", "H", "H", "H", "H", "H", "H", "H", "H", "H", "H", "H", "H", "H", "H", "H", "H", "H", "H", "H", "H", "H", "H", "H", "H", "H", "H", "H", "H", "H", "H", "H", "H", "H", "H", "H", "H", "H", "H", "H", "H", "H", "H", "H", "H", "H", "H", "H", "H", "H", "H", "H", "H", "H", "H"],
  "coordinates": [[-5.9931, -0.7838, -0.3718], [-2.9585, 2.8277, -2.9553], [4.0136, 1.0082, -0.8211], [0.4118, -1.3706, -1.4353], [8.0083, -2.5395, 3.7066], [5.5093, -2.5212, -1.8716], [2.6165, -1.8654, 3.4305], [-6.5563, 2.5772, -4.8987], [-11.3735, 3.8561, -0.7845], [7.4336, -3.8932, -4.4003], [5.8287, -0.9180, 1.3965], [4.1945, 0.1220, -0.1209], [-6.2106, 0.7034, -1.4258], [-1.4467, 2.6788, -1.9314], [5.4886, -3.8573, 4.7025], [2.7711, -2.7460, 4.1414], [7.8312, -0.0566, 4.4958], [6.9543, -0.9508, 0.3634], [-7.1300, 3.4161, -4.3739], [1.1524, -0.1749, -1.8748], [6.8435, -2.5077, -4.1158], [-9.8436, 2.9197, -3.2101], [-12.6788, 0.8205, 0.9388], [-11.7861, 1.6493, 1.8560], [4.3519, -3.8076, 5.7152], [10.3187, 0.0546, 5.0368], [7.9273, -1.4531, 4.0497], [2.9701, -3.8784, 5.0590], [-0.6968, 1.4052, -2.3255], [-8.8197, 3.8848, -2.6325], [0.4995, 1.1186, -1.4013], [-11.9680, 3.1589, 1.6620], [4.4261, -1.0094, 0.7841], [-5.0007, 1.0214, -2.3033], [-11.6317, 3.5510, 0.2863], [8.3973, -4.3612, -3.3154], [-7.8898, 4.4786, -3.6990], [6.0864, -2.5155, -2.8575], [-4.3938, 2.3588, -1.9111], [9.1575, 0.6765, 4.2690], [-4.0256, 2.3849, -0.8902], [-12.5395, -0.2430, 1.1316], [8.8155, -5.3342, -3.5719], [7.9211, -0.9088, 0.8702], [-1.3916, 0.5752, -2.1885], [2.1842, -0.2454, -1.5541], [-5.1069, 3.1679, -2.0053], [-7.1830, 5.1744, -3.2445], [1.1350, -0.1204, -2.9667], [-13.7322, 1.0571, 1.0975], [-0.5466, -1.1452, -1.2127], [0.4105, -2.0643, -2.1674], [-11.3232, 3.7112, 2.3455], [-9.3406, 4.6972, -2.1285], [9.2246, -3.6591, -3.1954], [-8.2242, 3.3669, -1.8735], [-9.3615, 2.0551, -3.6749], [-6.4133, 1.5261, -0.7454], [4.4519, -4.6398, 6.4142], [9.0392, 1.7170, 4.5764], [3.6649, -0.9940, 1.5656], [-10.4967, 2.5481, -2.4327], [-4.2464, 0.2436, -2.2647], [10.1184, 0.0429, 6.1100], [5.9630, -1.7494, 2.0883], [0.1903, 1.0586, -0.3609], [-10.4620, 3.4114, -3.9630], [-7.1204, 0.5520, -1.9920], [4.4315, -2.8883, 6.2997], [6.9256, -1.8553, -0.2276], [7.8954, -4.4660, -2.3523], [7.9572, -3.8605, -5.3571], [5.9110, 0.0042, 1.9781], [2.8600, -4.8048, 4.4942], [-12.4445, 0.9946, -0.1127], [6.1728, -2.2064, -4.9204], [6.9013, -0.0959, -0.3145], [9.3935, 0.6824, 3.2030], [5.4565, -3.0057, 4.0259], [2.1872, -3.8504, 5.8170], [7.0289, 0.4287, 3.9407], [7.5633, -0.0464, 5.5534], [4.3154, -1.9340, 0.2231], [11.2330, 0.6239, 4.8707], [10.5088, -0.9696, 4.7131], [-4.6572, -0.7346, -0.1883], [-0.3803, 1.4046, -3.3624], [-12.9995, 3.4497, 1.8633], [-1.7388, 2.6083, -0.8875], [6.6260, -4.6207, -4.5019], [-12.0090, 1.4012, 2.8948], [-8.4634, 5.0246, -4.4483], [5.4446, -4.7706, 4.1053], [6.4496, -3.8330, 5.2079], [-10.7420, 1.3812, 1.6800], [-5.3143, 1.0938, -3.3421], [-0.8539, 3.5784, -2.0338], [1.1914, 1.9438, -1.5453], [7.6358, -1.7618, -4.0404], [-2.9052, 1.8216, -3.8594]],
  "lowdin_charge": [0.722, 1.143, 0.149, 0.009, 0.180, 0.185, 0.161, 0.160, 0.178, -0.261, -0.252, -0.240, -0.545, -0.350, -0.125, -0.211, -0.174, -0.109, -0.224, -0.276, -0.176, -0.121, -0.106, -0.261, -0.256, -0.107, -0.234, -0.181, -0.275, -0.274, -0.189, -0.177, -0.191, -0.323, -0.192, -0.107, -0.176, -0.197, -0.366, -0.257, 0.098, 0.074, 0.074, 0.063, 0.097, 0.059, 0.079, 0.114, 0.107, 0.080, 0.042, 0.066, 0.118, 0.089, 0.078, 0.095, 0.069, 0.057, 0.109, 0.109, 0.064, 0.028, 0.089, 0.078, 0.076, 0.124, 0.086, 0.069, 0.111, 0.032, 0.071, 0.109, 0.097, 0.121, 0.068, 0.117, 0.073, 0.110, 0.037, 0.117, 0.102, 0.122, 0.090, 0.074, 0.072, -0.149, 0.117, 0.124, 0.099, 0.112, 0.110, 0.127, 0.085, 0.056, 0.108, 0.076, 0.098, 0.113, 0.122, 0.040],
  "lumo_ev": -2.5,
  "gap_ev": 8.69,
  "total_charge": 1
}

***

4.
{
  "formula": "C48H42O20",
  "method": "ωB97M-V/def2-TZVPD",
  "symbols": ["O", "O", "O", "O", "O", "O", "O", "O", "O", "O", "O", "O", "O", "O", "O", "O", "O", "O", "O", "O", "C", "C", "C", "C", "C", "C", "C", "C", "C", "C", "C", "C", "C", "C", "C", "C", "C", "C", "C", "C", "C", "C", "C", "C", "C", "C", "C", "C", "C", "C", "C", "C", "C", "C", "C", "C", "C", "C", "C", "C", "C", "C", "C", "C", "C", "C", "C", "C", "H", "H", "H", "H", "H", "H", "H", "H", "H", "H", "H", "H", "H", "H", "H", "H", "H", "H", "H", "H", "H", "H", "H", "H", "H", "H", "H", "H", "H", "H", "H", "H", "H", "H", "H", "H", "H", "H", "H", "H", "H", "H"],
  "coordinates": [[9.3050, -10.0311, 1.6737], [10.1529, -12.5052, 0.9889], [-12.1800, 5.1025, -0.8625], [-4.1771, 2.5246, 1.8039], [-12.6497, -0.1880, 6.0187], [-11.9285, 1.6150, 1.0937], [-7.1373, 5.9166, 1.2684], [8.9649, -6.4426, 0.1952], [4.3049, -6.2116, 0.6903], [5.6074, -0.0656, -1.5558], [8.8963, -3.7948, -0.3466], [6.1698, -0.5038, 0.6339], [-8.4492, 3.5644, 1.5274], [-9.7919, 0.5465, 2.3736], [-14.7992, 0.7998, 4.7116], [13.5370, -8.1252, 0.9845], [-10.8344, 7.4242, -1.1971], [-2.4888, 0.7473, -2.9399], [14.3627, -10.5829, 0.2166], [4.2243, -3.5848, 0.0641], [-4.9442, 1.6301, -0.3109], [3.8370, -0.2200, 0.2116], [-4.4153, 1.1635, -1.6042], [-10.3614, 4.2597, 0.3480], [6.9508, 0.3925, -1.8035], [-2.1796, 2.5701, -1.3351], [12.2863, -11.6285, 0.5850], [5.0789, 3.4156, -1.2033], [5.3490, -0.2636, -0.2181], [-10.2702, 6.5596, -0.5523], [-6.3120, 1.4308, 0.1285], [-12.4586, 0.2038, 4.8827], [2.9627, 3.6977, -2.6018], [-2.7089, 3.0023, -0.0394], [11.3966, -8.9974, 1.3593], [-6.7393, 0.2191, -2.0072], [5.4077, -4.2302, 0.0956], [-2.0520, 4.0882, 0.6995], [-11.1500, 0.1389, 4.2350], [-12.1234, 1.1916, 2.2207], [5.3728, -5.6837, 0.4397], [13.1997, -10.4869, 0.5628], [-13.6004, 0.7732, 4.1036], [11.0124, -11.4701, 0.9579], [-0.3361, 4.3065, -1.2179], [12.6708, -9.1560, 0.9899], [-10.9862, 0.5974, 2.9900], [4.0114, 4.4763, -1.7342], [-8.9432, 6.7505, 0.0322], [-2.9406, 1.4302, -2.0493], [7.7873, -5.7892, 0.1894], [-7.2497, 0.7307, -0.7346], [7.1188, 1.9570, -1.6526], [0.8959, 5.1196, -1.7204], [10.4762, -10.1334, 1.3591], [-0.8960, 4.7110, 0.0931], [-3.9701, 2.3805, 0.6170], [-9.0272, 4.4425, 0.9107], [-13.4361, 1.2347, 2.8596], [-10.9501, 5.2458, -0.3364], [1.6521, 4.5002, -2.9544], [6.5570, -3.6019, -0.1671], [-0.9990, 3.2276, -1.9220], [6.6384, -6.4167, 0.4555], [-5.3634, 0.4218, -2.4450], [-8.3571, 5.7649, 0.7191], [5.9412, 2.7700, -2.3543], [7.8247, -4.3296, -0.1281], [7.2344, 2.2423, -0.5737], [-12.3750, 5.9511, -1.3048], [1.0045, 3.8466, -3.5905], [9.6375, -5.7693, -0.0249], [8.1069, 2.2107, -2.1366], [-9.9350, 0.9402, 1.4924], [-10.8400, 3.3035, 0.5104], [0.4958, 6.1198, -2.0622], [7.1556, 0.1749, -2.8914], [5.8004, 3.9060, -0.4854], [4.6104, 5.2349, -2.3030], [6.3660, 3.6011, -2.9850], [3.2024, 0.2282, -0.5968], [-14.6519, 0.4134, 5.5967], [9.3026, -12.1296, 1.2884], [1.5392, 5.3348, -0.8343], [-6.9382, 5.0659, 1.7054], [7.7455, -0.1438, -1.2315], [3.5544, -4.2587, 0.2905], [11.0013, -8.0394, 1.6681], [-5.0179, 0.0128, -3.4232], [-2.4329, 4.4164, 1.6969], [12.6854, -12.5894, 0.2907], [-8.2981, 0.6103, -0.3850], [3.4697, 3.4763, -3.5877], [5.3571, 2.0251, -2.9470], [4.5602, 2.6191, -0.5979], [3.4778, -1.2648, 0.4229], [2.7019, 2.6808, -2.1854], [-0.6384, 2.8945, -2.9163], [1.9557, 5.3652, -3.6110], [-10.3360, -0.2907, 4.8024], [14.3859, -8.4992, 0.6790], [3.5961, 4.9626, -0.8170], [6.5985, -7.4720, 0.6888], [-14.2535, 1.6505, 2.2866], [-7.4719, -0.3409, -2.6384], [3.7892, 0.3398, 1.1749], [-8.4690, 7.7109, -0.1158], [6.5970, -2.5515, -0.4147], [-6.5993, 1.8540, 1.1227], [-0.4211, 5.5554, 0.6468]],
  "lowdin_charge": [0.111, 0.104, 0.110, 0.086, 0.115, 0.086, 0.106, 0.093, 0.112, -0.033, 0.115, 0.081, 0.096, 0.100, 0.108, 0.104, 0.112, 0.096, 0.111, 0.093, -0.070, 0.019, -0.045, 0.082, -0.183, -0.048, 0.076, -0.218, -0.507, -0.314, -0.005, -0.314, -0.206, -0.060, 0.076, -0.059, -0.214, 0.005, 0.080, -0.298, -0.312, -0.315, -0.229, -0.230, -0.163, -0.230, -0.223, -0.197, 0.077, -0.282, -0.228, -0.046, -0.164, -0.153, -0.312, -0.018, -0.292, -0.299, 0.079, -0.221, -0.195, 0.088, 0.048, 0.080, -0.003, -0.226, -0.188, -0.303, 0.109, 0.119, 0.095, 0.117, 0.116, 0.097, 0.100, 0.126, 0.133, 0.112, 0.115, 0.117, 0.080, 0.120, 0.119, 0.099, 0.117, 0.126, 0.121, 0.131, 0.114, 0.119, 0.137, 0.094, 0.113, 0.105, 0.105, 0.075, 0.117, 0.107, 0.114, 0.139, 0.118, 0.096, 0.137, 0.138, 0.102, 0.093, 0.137, 0.109, 0.107, 0.111],
  "lumo_ev": -1.7,
  "gap_ev": 7.57,
  "smiles": "CC(=O)OCCCCCCCCc1ccc2c(c1)C(=O)c1ccccc1C2=O.O=C1C=C(O)C(=O)C=C1O.O=C1C=C(O)C(=O)C=C1O.O=C1C=C(O)C(=O)C=C1O.O=C1C=C(O)C(=O)C=C1O"
}

***

5.
{
  "formula": "C14H23NO2",
  "method": "ωB97M-V/def2-TZVPD",
  "symbols": ["O", "O", "N", "C", "C", "C", "C", "C", "C", "C", "C", "C", "C", "C", "C", "C", "C", "H", "H", "H", "H", "H", "H", "H", "H", "H", "H", "H", "H", "H", "H", "H", "H", "H", "H", "H", "H", "H", "H", "H"],
  "coordinates": [[-4.2364, 2.0794, -1.1923], [1.8422, -0.2143, -0.4130], [-4.2078, -0.4230, 0.7616], [3.6901, 1.2524, 0.3666], [5.0297, 1.6976, 0.4518], [-0.6247, -1.3386, 0.7096], [-0.0454, -1.5541, -0.7680], [4.1456, -0.8998, -0.6262], [-5.1494, 1.0412, -0.8382], [1.3858, -1.4374, -0.9351], [2.4940, 2.1587, 0.9468], [5.9268, 0.7314, -0.0061], [-2.8101, -0.5940, 0.2287], [-2.1873, -1.5578, 0.7220], [5.5568, -0.6205, -0.7088], [-5.0953, 0.6548, 0.6809], [3.1098, -0.0955, -0.0514], [-2.7537, -0.2536, -0.5741], [-4.6744, -1.3074, 0.1146], [-6.0199, 0.5836, 1.0203], [-0.4237, -2.2856, -1.3380], [1.8663, 1.6754, 1.9043], [-4.6924, 1.5766, 1.3134], [-0.1861, -2.4289, 1.3047], [-5.2478, 0.3433, -1.6753], [6.9490, 1.2540, 0.1519], [6.2666, -1.1765, -0.9144], [2.8326, 3.1263, 1.2809], [-2.3296, -1.9915, 1.8714], [-6.1606, 1.7872, -0.8720], [-2.3494, -2.5036, 0.2567], [1.8392, -2.3274, -0.4034], [5.1592, 2.5596, 0.7585], [-3.2244, 1.8469, -1.2107], [1.7917, -1.5003, -1.8681], [3.9365, -1.8877, -1.1551], [-0.1844, -0.4712, 1.1618], [1.6417, 2.5218, 0.1447], [-0.4406, -0.6644, -1.1945], [-2.4199, 0.6429, 0.5937]],
  "nbo_charge": [-0.746, -0.492, -0.616, 0.009, -0.240, -0.323, -0.435, -0.278, -0.083, -0.048, -0.657, -0.195, -0.161, -0.434, -0.177, -0.226, 0.284, 0.166, 0.309, 0.203, 0.212, 0.220, 0.201, 0.166, 0.183, 0.207, 0.180, 0.206, 0.240, 0.157, 0.216, 0.164, 0.192, 0.462, 0.186, 0.207, 0.228, 0.219, 0.192, 0.099],
  "lumo_ev": 0.7,
  "gap_ev": 8.64,
  "de_lowest_kj_mol": 1251.1
}

***

6.
{
  "formula": "C17H18ClI2MnN5O2",
  "method": "ωB97M-V/def2-TZVPD",
  "symbols": ["I", "I", "Mn", "Cl", "O", "O", "N", "N", "N", "N", "N", "C", "C", "C", "C", "C", "C", "C", "C", "C", "C", "C", "C", "C", "C", "C", "C", "C", "H", "H", "H", "H", "H", "H", "H", "H", "H", "H", "H", "H", "H", "H", "H", "H", "H", "H"],
  "coordinates": [[2.9149, 3.1253, -5.1820], [2.8742, -2.0514, -2.2215], [0.5493, 0.1173, 1.1537], [1.3936, -1.1006, 2.8325], [-1.1963, 0.2620, -1.1658], [2.0321, 0.0014, 0.1068], [-0.4192, -1.4730, 0.1144], [-1.0976, 0.6127, 2.2817], [0.3328, -3.5792, 0.7520], [-0.7309, -3.1864, -1.3110], [0.2902, 2.0798, 0.6412], [2.5602, 0.0006, -2.2152], [-0.2526, -2.7822, -0.1350], [-2.4854, 2.3621, 3.0771], [2.5917, 2.0841, -3.4242], [1.9886, 2.0503, -1.0993], [2.1898, 2.7553, -2.2778], [1.5435, 2.7295, 0.1593], [-1.2254, -2.0209, -2.0320], [-0.3388, 2.8058, 1.7590], [-1.3708, 1.9203, 2.3905], [-3.3108, 1.4181, 3.6658], [2.1751, 0.6681, -1.0593], [-0.9857, -0.9271, -1.0101], [2.7788, 0.7078, -3.3926], [-3.0104, 0.0691, 3.5616], [-1.8847, -0.3033, 2.8541], [-0.6019, -4.5143, -1.8726], [0.5899, -4.5220, 0.5209], [3.0949, 0.1780, -4.2804], [-2.6945, 3.4202, 3.1474], [-0.6382, -1.8166, -2.9297], [0.7820, -3.1342, 1.5441], [1.3519, 3.7897, -0.0211], [-1.5762, -1.3321, 2.7369], [-3.6294, -0.6885, 4.0189], [-0.7839, -5.2711, -1.1100], [-0.7538, 3.7636, 1.4388], [-2.2805, -2.1140, -2.2904], [-4.1897, 1.7332, 4.2126], [-0.3620, 1.9862, -0.1416], [2.0409, 3.8273, -2.2904], [0.4453, 3.0156, 2.4926], [2.2800, 2.6443, 0.9619], [-1.3623, -4.6434, -2.6393], [0.3811, -4.6676, -2.3224]],
  "nbo_charge": [0.200, 0.172, 1.443, -0.511, -0.618, -0.745, -0.736, -0.516, -0.764, -0.374, -0.644, -0.214, 0.687, -0.226, -0.179, -0.120, -0.195, -0.225, -0.319, -0.261, 0.234, -0.106, 0.331, 0.682, -0.240, -0.235, 0.098, -0.419, 0.417, 0.243, 0.242, 0.251, 0.447, 0.214, 0.232, 0.247, 0.217, 0.229, 0.244, 0.242, 0.436, 0.230, 0.236, 0.223, 0.235, 0.218],
  "lumo_ev": [-4.0, -3.4],
  "gap_ev": [6.75, 7.38],
  "multiplicity": 5,
  "total_charge": 1
}

***

no.,molar mass (g mol⁻¹)
1,90.12
2,115.09
3,595.00
4,938.84
5,237.34
6,668.56